DFT (ωB97M-V with the def2-TZVPD basis set) results for a structure of composition C33H44AsN4ORuSSi.

The geometry in XYZ format:
```
86
Properties=species:S:1:pos:R:3:forces:R:3:lowdin_spin:R:1
Ru 0.36736 1.03855 -0.26693 0.148 0.014 -0.190 3.416
As 0.92924 -2.33612 -1.80973 -0.105 0.056 -0.018 0.005
S 1.43014 0.86289 -2.82930 -0.082 0.084 0.080 0.077
Si 0.68457 2.35142 3.46698 -0.073 -0.071 -0.114 0.038
O -0.00706 -1.14025 -0.60284 0.066 -0.173 -0.048 0.092
N 0.37127 3.28418 -1.01814 -0.026 0.015 -0.039 0.080
N -0.13661 1.89181 1.92116 -0.266 0.044 0.092 0.451
N -1.83484 1.36581 0.50856 0.144 0.086 0.250 0.139
N 2.62750 1.77554 -0.13467 -0.080 -0.090 0.082 0.068
C -2.05094 -1.26290 -4.62502 0.014 -0.005 0.011 0.000
C -3.47626 0.66471 -1.12607 -0.031 -0.023 0.036 0.000
C -0.50427 -3.47895 -3.98837 -0.079 0.047 -0.066 0.000
C 0.72637 -2.00085 2.89229 0.055 -0.013 -0.032 -0.001
C -3.10120 1.16912 0.23105 -0.033 0.026 -0.056 0.034
C 1.20276 2.60853 -3.31812 0.014 -0.009 -0.022 0.006
C 1.22865 -5.85910 0.37319 -0.014 0.011 0.011 0.000
C -0.82516 -4.51190 -0.94163 0.001 -0.011 -0.005 0.001
C 1.52296 3.97915 -0.41544 0.049 -0.036 -0.001 0.007
C 2.81658 3.17915 -0.54078 -0.023 0.056 -0.024 0.005
C 1.49293 -4.66631 -0.28586 0.032 -0.025 -0.006 0.001
C -3.76849 1.90514 2.44910 -0.023 -0.028 -0.105 -0.006
C -1.63174 -2.24299 2.48769 0.044 -0.001 0.001 0.001
C 0.13853 1.16438 4.78854 -0.013 0.021 0.076 0.011
C -2.43619 2.09333 2.75415 0.041 0.001 -0.006 0.199
C 3.18423 0.78497 -2.36194 0.072 -0.009 -0.078 0.007
C 0.29077 4.13561 3.81254 -0.002 0.058 0.035 0.012
C 0.47016 -3.99266 -0.94922 -0.011 0.061 0.006 0.002
C -0.41198 -2.32485 -3.21137 0.014 -0.001 -0.001 0.001
C -2.14449 -2.41630 -5.39215 0.044 -0.045 0.027 0.000
C -1.08738 -5.69605 -0.27566 0.000 -0.018 0.011 0.000
C 0.91695 -1.61609 1.57024 -0.028 -0.013 0.076 0.017
C 2.51546 2.16757 3.19646 0.060 -0.007 0.027 -0.002
C -1.44638 1.80383 1.77173 0.052 -0.058 -0.100 0.038
C -4.11236 1.43639 1.19185 0.072 0.022 0.065 0.219
C -1.45073 -1.87170 1.16439 -0.033 -0.019 -0.016 0.010
C 0.20764 3.40078 -2.47771 0.011 0.006 0.007 0.006
C -1.36460 -3.52090 -5.07752 -0.015 0.044 0.016 0.000
C -0.17630 -1.55760 0.71670 -0.026 0.085 -0.032 0.010
C -1.17769 -1.20969 -3.54793 0.038 -0.047 0.025 0.000
C -0.54358 -2.31140 3.35251 -0.053 -0.018 -0.024 0.012
C 3.47004 0.81556 -0.86407 0.029 0.037 -0.001 0.011
C -0.06087 -6.36950 0.37953 0.010 0.023 -0.007 0.001
H 3.55991 -0.15240 -2.77041 -0.010 -0.003 0.004 0.000
H -1.42905 -4.42124 -5.67351 -0.007 0.005 -0.007 0.000
H 3.27707 -0.17113 -0.43873 -0.007 -0.018 -0.008 0.001
H -4.53396 2.11659 3.18337 0.000 -0.001 0.002 -0.004
H -2.13524 2.45342 3.72570 -0.010 0.001 0.009 0.009
H 2.50267 -4.27101 -0.29353 0.000 0.007 -0.003 0.000
H 0.26417 4.44814 -2.79468 -0.006 0.006 0.003 0.002
H 0.83619 2.59534 -4.34401 0.005 -0.004 -0.002 0.001
H 3.69922 1.57857 -2.90217 -0.015 0.006 0.014 0.001
H -0.47093 3.66643 -0.60083 0.009 -0.001 0.012 0.002
H -2.65303 -0.39792 -4.87365 0.000 -0.006 -0.007 0.000
H 1.28753 4.11577 0.64199 -0.005 -0.013 0.001 0.001
H 1.66428 4.97481 -0.84747 0.013 -0.009 -0.020 0.002
H 2.18354 3.07677 -3.35052 0.010 -0.003 0.012 0.000
H 1.57831 -2.07035 3.55680 -0.009 -0.005 0.001 0.000
H -1.09603 -0.28918 -2.98069 -0.001 -0.105 0.029 -0.001
H -0.26857 -7.30026 0.89059 -0.002 -0.001 -0.004 0.000
H -3.73590 1.50063 -1.78049 0.014 0.004 0.008 0.000
H 2.92057 2.90143 2.49543 0.004 -0.007 -0.015 0.000
H 0.08172 -4.35776 -3.74614 0.010 0.006 0.009 0.000
H 2.02689 -6.38914 0.87487 -0.002 -0.001 0.000 0.000
H -0.86072 1.36642 5.17483 -0.003 -0.013 0.001 0.001
H 3.59584 3.66414 0.05301 -0.016 -0.006 0.021 0.001
H 3.01555 2.35543 4.15048 0.003 -0.005 -0.012 0.000
H -2.62099 -2.50188 2.84164 -0.001 -0.001 0.000 0.000
H 0.81331 4.44806 4.72048 -0.009 -0.002 -0.005 0.001
H 1.91103 -1.39939 1.19550 0.012 -0.002 -0.026 0.000
H -2.08955 -6.10405 -0.27440 0.003 0.000 0.005 0.000
H 3.17318 3.19768 -1.56682 -0.008 -0.001 -0.004 0.000
H -5.14620 1.27096 0.92134 -0.003 -0.002 0.016 0.010
H 4.53537 1.02873 -0.72434 0.002 -0.011 0.002 0.002
H -2.27704 -1.84379 0.46455 0.002 0.001 0.016 0.000
H -2.65623 0.10748 -1.57071 0.034 0.005 -0.006 -0.001
H -4.35182 0.01892 -1.06672 -0.002 0.008 -0.016 0.000
H -1.62112 -3.99969 -1.46821 -0.003 0.000 0.013 0.000
H -0.79947 3.04745 -2.70352 -0.008 -0.001 0.016 -0.001
H 2.83386 1.68257 0.85244 0.028 0.050 0.021 0.000
H -0.68741 -2.62168 4.37876 0.000 0.004 0.000 0.001
H 0.15733 0.13898 4.41499 -0.007 0.037 0.006 0.000
H -2.81975 -2.45349 -6.23627 -0.001 0.003 0.002 0.000
H 0.82625 1.22267 5.63577 0.005 0.013 -0.011 0.001
H -0.77078 4.33265 3.96609 -0.001 -0.011 0.001 0.001
H 2.79847 1.15525 2.89475 -0.010 0.004 -0.019 0.000
H 0.63657 4.78678 3.00629 -0.004 -0.008 -0.001 0.000
```
Forces are in eV/Å.

Computed properties:
**F_max**: 0.30 eV/Å
**Net charge**: +2
**Spin multiplicity**: 6
**Frontier orbital gap (spin up / spin down)**: 8.73 / 5.82 eV

***

DFT (ωB97M-V with the def2-TZVPD basis set) results for a structure of composition C33H44EuN4P2 in a non-equilibrium geometry.

The geometry in XYZ format:
```
84
Properties=species:S:1:pos:R:3:forces:R:3:lowdin_spin:R:1
Eu 3.01093 0.79600 -0.95584 -0.076 2.276 1.758 7.077
P -0.90301 -0.93157 -2.96758 -3.810 -0.719 -3.427 0.001
P 0.38588 -3.23042 -0.62019 -2.069 -4.166 1.023 0.002
N -1.08891 -3.55947 0.37020 -0.047 0.591 0.053 0.000
N 0.97643 -4.99874 -0.48789 0.888 0.593 -0.933 0.000
N -2.52885 -0.19518 -2.99656 0.138 0.944 0.598 0.000
N -1.04568 -1.38677 -4.78801 1.131 0.520 0.274 0.000
C -0.49470 -3.59037 -2.20435 0.010 0.348 -0.574 0.000
C -1.55037 -2.74144 1.41354 -0.658 -0.636 0.027 0.000
C -1.17101 3.09516 4.31298 -0.631 -0.074 0.447 0.000
C 0.04365 2.25476 4.53577 0.408 -0.165 -0.251 0.000
C 1.34211 -7.24102 -0.28947 -0.219 1.441 -0.199 0.000
C -3.75578 -0.79981 -3.29574 -0.271 0.513 0.312 0.000
C -1.45167 -2.43187 -6.77384 -0.078 0.592 1.167 0.000
C 4.12092 4.59698 2.85859 0.399 0.615 0.087 0.000
C -1.62326 2.09505 1.15455 0.568 0.465 -0.191 0.000
C 3.20436 5.79762 3.20435 -0.248 0.172 -0.009 0.000
C 5.36376 5.12092 2.12363 0.389 0.374 -0.043 0.000
C -0.19859 0.57184 2.60792 0.132 -0.289 -0.145 0.000
C -2.77913 1.16455 -2.75458 -0.814 -0.317 -0.097 0.000
C -2.36288 2.40031 3.57336 0.117 0.713 0.773 0.000
C -4.75944 0.15342 -3.22812 0.903 -0.536 0.018 0.000
C -1.59283 -2.54155 -2.43204 0.540 -0.874 0.674 0.000
C 2.12301 -5.32380 -1.22949 -0.240 -0.584 0.991 0.000
C 3.52789 3.50868 2.03156 -0.860 -1.087 -1.517 -0.002
C 2.40202 -6.67818 -1.07684 -0.586 0.829 -0.016 0.000
C -0.38495 -1.50892 -6.96511 0.138 0.477 1.052 0.000
C -1.86166 -2.30010 -5.45051 0.576 -0.238 -0.430 0.000
C -0.16603 -0.87272 -5.74073 -0.327 -0.875 -0.574 0.000
C 2.72465 3.15617 -1.29441 0.065 -0.371 -1.367 -0.049
C 4.48403 4.11749 4.27431 0.048 -0.297 0.310 0.000
C -2.11639 -4.47211 0.09113 -0.377 0.176 0.440 0.000
C -2.46186 2.56144 2.09242 0.234 0.025 -1.149 0.000
C 3.10864 2.67991 1.18486 1.012 -0.244 2.315 -0.022
C -0.24886 1.47328 1.35034 -0.427 -0.544 0.298 0.000
C -4.14849 1.39649 -2.87837 1.012 -0.097 0.030 0.000
C -3.17788 -4.26745 0.95698 0.959 0.178 -0.509 0.000
C 0.46753 -6.19368 0.02665 0.679 -0.266 0.081 0.000
C -2.82900 -3.15710 1.78315 1.048 0.298 -0.236 0.000
C 0.42123 1.18647 3.82610 0.788 0.976 -0.050 0.000
H 2.64707 -4.54113 -1.76791 0.062 -0.214 0.139 0.000
H 3.10697 3.26861 -2.32690 -0.429 0.272 -0.433 -0.003
H 0.15336 -1.32333 -7.88499 -0.058 0.027 0.170 0.000
H -3.32974 3.14334 1.75234 0.225 -0.527 -0.037 0.000
H 0.21361 -3.56236 -3.04485 0.024 -0.116 0.165 0.000
H -4.08314 -4.87023 1.00645 0.317 0.274 -0.095 0.000
H -1.21805 0.23308 2.81959 0.302 -0.308 -0.202 0.000
H -0.05991 0.80969 0.48740 -0.157 0.055 -0.074 0.000
H -1.53805 3.40623 5.31058 0.057 -0.126 -0.379 0.000
H -2.12687 -2.37629 -1.49014 -0.079 0.097 -0.131 0.000
H 5.13389 5.46583 1.11570 -0.237 -0.136 -0.052 0.000
H 6.13977 4.36203 2.03732 -0.056 -0.196 0.018 0.000
H 3.27621 -7.18403 -1.47315 -0.301 0.065 0.015 0.000
H 1.61482 3.01620 -1.31332 0.191 0.247 -0.210 -0.003
H -3.27083 2.85711 3.99563 0.193 -0.351 -0.078 0.000
H -1.95120 1.83560 -2.51675 -0.412 -0.248 -0.099 0.000
H -0.86583 4.04477 3.83265 -0.196 -0.422 -0.061 0.000
H -0.45439 -6.22083 0.59972 0.434 0.083 -0.089 0.000
H 1.45389 0.87311 3.93913 -0.055 -0.193 0.559 0.000
H 5.82105 5.98315 2.62245 -0.130 -0.072 0.268 0.000
H -2.69467 -2.78186 -4.96841 0.160 -0.054 -0.079 0.000
H 3.58899 6.22810 4.14480 -0.407 0.111 -0.584 0.000
H 5.48699 3.71825 4.37950 0.138 -0.356 -0.194 0.000
H -1.86747 2.17640 0.08937 -0.246 0.444 0.411 0.000
H 0.60153 2.17824 1.33936 -0.468 0.065 0.132 0.000
H 4.39344 4.95470 4.97750 0.312 -0.464 -0.026 0.000
H 0.72314 2.63886 5.31709 -0.255 -0.308 -0.500 0.000
H -2.30350 -2.98899 -3.13803 0.315 0.574 0.253 0.000
H -2.02358 -5.21971 -0.68217 0.025 0.139 0.167 0.000
H 0.43381 -0.29958 2.35854 -0.415 0.156 0.169 0.000
H -3.84505 -1.86718 -3.48265 -0.015 0.619 0.049 0.000
H -1.88135 -3.10561 -7.50411 -0.014 0.203 0.127 0.000
H -0.93337 -4.60723 -2.18700 0.493 0.623 0.099 0.000
H -5.81204 -0.04929 -3.41175 0.343 0.135 0.087 0.000
H 3.74847 3.37405 4.55768 0.014 -0.277 0.283 0.000
H 1.24585 -8.27960 0.00765 -0.096 0.301 -0.028 0.000
H 2.19604 5.43074 3.38545 -0.164 0.150 0.024 0.000
H 0.52516 -0.08788 -5.47092 0.031 -0.103 -0.043 0.000
H -4.65772 2.35005 -2.73442 0.307 -0.379 -0.072 0.000
H 3.18138 6.62302 2.49566 -0.108 -0.253 -0.477 0.000
H -2.37960 1.32933 3.81745 -0.079 0.415 0.243 0.000
H -3.44487 -2.72391 2.56469 0.274 -0.067 -0.154 0.000
H -0.89280 -1.99799 1.85074 -0.264 -0.055 -0.178 0.000
H 2.94282 4.08227 -0.74968 -0.017 -0.572 -0.118 -0.003
```
Forces are in eV/Å.

Computed properties:
**F_max**: 5.17 eV/Å
**Spin multiplicity**: 8
**Frontier orbital gap (spin up / spin down)**: 4.98 / 5.06 eV